Formula: C34H67Br2F2N4O25S6
Source: the OMol25 dataset
Level of theory: ωB97M-V with the def2-TZVPD basis set

Output
E: -304010.5081 eV
LUMO energy: -2.43 eV
Frontier orbital gap: 9.22 eV
Charge: +1

Last columns: bonded neighbours and bond lengths (Å).
Positions of all 140 atoms, in Å:
1 C -1.37852 7.64864 1.59453  C2 1.563, H32 1.097, H33 1.093, H34 1.093
2 C -2.19506 8.48517 0.55684  C1 1.563, C3 1.554, H35 1.095, H36 1.094
3 C -2.32208 7.64462 -0.74358  C2 1.554, C4 1.551, H37 1.098, H38 1.098
4 C -3.34564 6.50495 -0.50020  C3 1.551, C5 1.569, H39 1.096, H40 1.095
5 C -3.25818 5.54054 -1.73494  C4 1.569, C6 1.559, H41 1.098, H42 1.095
6 C -2.10404 4.52736 -1.46764  C5 1.559, C7 1.548, H43 1.098, H44 1.095
7 C -2.68194 3.13653 -1.10811  C6 1.548, C8 1.567, H45 1.098, H46 1.098
8 C -2.50063 2.74727 0.39921  C7 1.567, C9 1.544, H47 1.099, H48 1.096
9 C -1.30645 1.80473 0.66008  C8 1.544, C10 1.581, H49 1.094, H50 1.093
10 C -1.68095 0.26840 0.67102  C9 1.581, C11 1.549, N15 1.494, C25 1.553
11 C -2.87876 -0.16953 -0.20801  C10 1.549, C12 1.542, H51 1.097, H52 1.091
12 C -4.06633 -0.78628 0.55837  C11 1.542, C13 1.530, H53 1.100, H54 1.094
13 C -5.03630 0.23607 1.15526  C12 1.530, F14 1.399, H55 1.100, H56 1.094
14 F -5.41784 1.11470 0.13593  C13 1.399
15 N -1.88076 0.00026 2.12759  C10 1.494, C16 1.357, H57 1.011
16 C -1.45972 -1.25782 2.41092  N15 1.357, N17 1.313, N21 1.393
17 N -1.71262 -1.82178 3.56934  C16 1.313, N18 1.396, H58 1.018
18 N -1.26029 -3.11692 3.82768  N17 1.396, C19 1.472, H59 1.017
19 C -0.74590 -3.25871 5.19910  N18 1.472, C20 1.543, H60 1.091, H61 1.102
20 C -0.13010 -4.66851 5.31849  C19 1.543, H62 1.094, H63 1.097, H64 1.093
21 N -0.74031 -1.77334 1.33495  C16 1.393, C22 1.483, C25 1.466
22 C -1.24945 -2.98214 0.64288  N21 1.483, C23 1.548, H65 1.099, H66 1.096
23 C -0.19325 -4.11332 0.59938  C22 1.548, O24 1.419, H67 1.094, H68 1.101
24 O -0.03623 -4.78756 1.83810  C23 1.419, H69 0.964
25 C -0.39225 -0.58937 0.54321  C10 1.553, N21 1.466, F26 1.420, C27 1.536
26 F 0.49408 0.08327 1.42483  C25 1.420
27 C 0.37762 -0.75269 -0.77550  C25 1.536, Br28 1.946, C29 1.566, H70 1.093
28 Br -0.26927 0.32601 -2.26056  C27 1.946
29 C 1.90349 -0.45709 -0.58533  C27 1.566, C30 1.528, Br31 1.985, H71 1.089
30 C 2.26570 1.02329 -0.69289  C29 1.528, H72 1.100, H73 1.086, H74 1.093
31 Br 2.80170 -1.37951 -2.09633  C29 1.985
32 H -1.17477 6.65621 1.17403  C1 1.097
33 H -1.93366 7.51796 2.52649  C1 1.093
34 H -0.40692 8.13060 1.73152  C1 1.093
35 H -3.21326 8.67351 0.91305  C2 1.095
36 H -1.67786 9.41207 0.29200  C2 1.094
37 H -1.35381 7.20473 -1.01709  C3 1.098
38 H -2.70708 8.21728 -1.59735  C3 1.098
39 H -3.04533 5.88733 0.35458  C4 1.096
40 H -4.35484 6.90924 -0.37161  C4 1.095
41 H -3.04104 6.13363 -2.63250  C5 1.098
42 H -4.21584 5.04046 -1.91423  C5 1.095
43 H -1.55984 4.40855 -2.41357  C6 1.098
44 H -1.41592 4.88794 -0.69621  C6 1.095
45 H -3.75363 3.04247 -1.32533  C7 1.098
46 H -2.20852 2.33145 -1.68480  C7 1.098
47 H -2.25903 3.68567 0.91779  C8 1.099
48 H -3.43337 2.38704 0.84777  C8 1.096
49 H -0.95597 2.04145 1.66913  C9 1.094
50 H -0.47097 2.02604 -0.00837  C9 1.093
51 H -2.51573 -0.95138 -0.88722  C11 1.097
52 H -3.26562 0.61773 -0.85666  C11 1.091
53 H -4.65861 -1.34126 -0.18343  C12 1.100
54 H -3.79060 -1.51000 1.33070  C12 1.094
55 H -4.60487 0.85187 1.95749  C13 1.100
56 H -5.96232 -0.22906 1.50658  C13 1.094
57 H -2.75090 0.31634 2.53435  N15 1.011
58 H -2.23723 -1.29118 4.26158  N17 1.018
59 H -2.02115 -3.77684 3.68585  N18 1.017
60 H 0.01867 -2.52099 5.44892  C19 1.091
61 H -1.58845 -3.25778 5.90913  C19 1.102
62 H 0.40006 -4.77744 6.26877  C20 1.094
63 H -0.91827 -5.43066 5.27629  C20 1.097
64 H 0.56798 -4.88711 4.50621  C20 1.093
65 H -1.45558 -2.76771 -0.41481  C22 1.099
66 H -2.20136 -3.32836 1.06151  C22 1.096
67 H -0.47473 -4.86388 -0.14550  C23 1.094
68 H 0.74744 -3.60963 0.32913  C23 1.101
69 H 0.65458 -4.29792 2.29923  O24 0.964
70 H 0.33256 -1.79105 -1.11482  C27 1.093
71 H 2.30968 -0.92329 0.31135  C29 1.089
72 H 3.28675 1.13112 -0.29748  C30 1.100
73 H 2.29200 1.41091 -1.70706  C30 1.086
74 H 1.64232 1.61494 -0.01783  C30 1.093
75 C 5.73942 -1.41133 -0.35941  C76 1.513, O81 1.430, H82 1.093, H83 1.086
76 C 6.55770 -2.02339 -1.47545  C75 1.513, O77 1.427, H84 1.087, H85 1.093
77 O 7.87853 -1.52449 -1.26683  C76 1.427, S78 1.615
78 S 8.14088 -1.32874 0.31494  O77 1.615, O79 1.411, O80 1.418, O81 1.614
79 O 8.82591 -2.45765 0.81334  S78 1.411
80 O 8.59927 -0.00426 0.52857  S78 1.418
81 O 6.59939 -1.42471 0.78248  C75 1.430, S78 1.614
82 H 5.48157 -0.37247 -0.58237  C75 1.093
83 H 4.83299 -1.97377 -0.15605  C75 1.086
84 H 6.19410 -1.74342 -2.46085  C76 1.087
85 H 6.58732 -3.11316 -1.39548  C76 1.093
86 C 3.16903 5.55710 -4.00036  C87 1.511, O92 1.437, H93 1.092, H94 1.087
87 C 1.74846 5.82012 -4.44375  C86 1.511, O88 1.437, H95 1.086, H96 1.092
88 O 0.93394 5.12660 -3.48415  C87 1.437, S89 1.604
89 S 1.66547 5.15068 -2.05723  O88 1.604, O90 1.418, O91 1.422, O92 1.599
90 O 1.11944 6.20250 -1.27872  S89 1.418
91 O 1.73611 3.81755 -1.56867  S89 1.422
92 O 3.11420 5.59806 -2.56537  C86 1.437, S89 1.599
93 H 3.50305 4.56277 -4.30280  C86 1.092
94 H 3.86654 6.30076 -4.37623  C86 1.087
95 H 1.55036 5.45645 -5.44737  C87 1.086
96 H 1.50511 6.88335 -4.38795  C87 1.092
97 C 7.82455 -5.01078 5.64880  C98 1.515, O103 1.429, H104 1.092, H105 1.088
98 C 8.05260 -3.54441 5.95363  C97 1.515, O99 1.428, H106 1.087, H107 1.093
99 O 9.07362 -3.14031 5.04049  C98 1.428, S100 1.611
100 S 8.92707 -3.96909 3.66651  O99 1.611, O101 1.416, O102 1.415, O103 1.615
101 O 8.22056 -3.18140 2.72528  S100 1.416
102 O 10.17852 -4.55713 3.36692  S100 1.415
103 O 7.93361 -5.11256 4.22716  C97 1.429, S100 1.615
104 H 8.60066 -5.63449 6.09782  C97 1.092
105 H 6.84756 -5.35654 5.97847  C97 1.088
106 H 8.37085 -3.37615 6.97929  C98 1.087
107 H 7.15766 -2.95100 5.74870  C98 1.093
108 C 0.11115 5.75530 -9.01100  C109 1.514, O114 1.435, H115 1.092, H116 1.087
109 C 0.94402 5.18623 -10.13963  C108 1.514, O110 1.434, H117 1.086, H118 1.092
110 O 2.25734 5.71785 -9.92126  C109 1.434, S111 1.601
111 S 2.51281 5.88882 -8.35055  O110 1.601, O112 1.419, O113 1.416, O114 1.610
112 O 3.22959 4.76029 -7.87479  S111 1.419
113 O 2.93953 7.21581 -8.10330  S111 1.416
114 O 0.98317 5.74094 -7.87187  C108 1.435, S111 1.610
115 H -0.17513 6.78995 -9.20909  C108 1.092
116 H -0.78023 5.16524 -8.81400  C108 1.087
117 H 0.57350 5.47533 -11.11916  C109 1.086
118 H 1.00429 4.09725 -10.08108  C109 1.092
119 C -1.92311 -8.43075 0.34002  C120 1.514, O125 1.429, H126 1.092, H127 1.088
120 C -0.61248 -7.69232 0.51425  C119 1.514, O121 1.428, H128 1.086, H129 1.093
121 O 0.38010 -8.71893 0.54473  C120 1.428, S122 1.611
122 S -0.08243 -9.94011 -0.39806  O121 1.611, O123 1.416, O124 1.414, O125 1.610
123 O 0.54561 -9.80237 -1.65974  S122 1.416
124 O -0.01557 -11.13475 0.35624  S122 1.414
125 O -1.62367 -9.50326 -0.55547  C119 1.429, S122 1.610
126 H -2.26607 -8.85878 1.28482  C119 1.092
127 H -2.70519 -7.79824 -0.07438  C119 1.088
128 H -0.58202 -7.10331 1.42644  C120 1.086
129 H -0.40599 -7.04629 -0.34315  C120 1.093
130 C -8.20091 -4.14120 3.25511  C131 1.513, O136 1.438, H137 1.091, H138 1.087
131 C -8.52680 -3.57441 1.89086  C130 1.513, O132 1.439, H139 1.086, H140 1.091
132 O -7.35544 -2.82130 1.52935  C131 1.439, S133 1.598
133 S -6.06118 -3.52638 2.14574  O132 1.598, O134 1.418, O135 1.425, O136 1.596
134 O -5.45855 -4.32697 1.14210  S133 1.418
135 O -5.32359 -2.54693 2.87155  S133 1.425
136 O -6.80626 -4.48480 3.18205  C130 1.438, S133 1.596
137 H -8.32724 -3.39276 4.03939  C130 1.091
138 H -8.79590 -5.01831 3.49416  C130 1.087
139 H -9.40493 -2.93517 1.90176  C131 1.086
140 H -8.66307 -4.36516 1.15094  C131 1.091


Formula: C25H24FN3O4S
Source: the OMol25 dataset
Level of theory: ωB97M-V with the def2-TZVPD basis set

Output
E: -52528.1618 eV
SMILES: Cc1ccc2c(c1)[C@@H](c1ccc(F)cc1)N(C(=O)c1ccc(S(=O)(=O)N(C)C)cc1)CC(=O)N2
LUMO energy: 0.22 eV
Frontier orbital gap: 9.11 eV
Charge: 0

Last columns: bonded neighbours and bond lengths (Å).
Positions of all 58 atoms, in Å:
1 C 4.20477 3.66378 0.24276  C2 1.497, H35 1.090, H36 1.087, H37 1.087
2 C 4.09721 2.19453 0.50791  C1 1.497, C3 1.389, C7 1.389
3 C 5.11030 1.51455 1.17127  C2 1.389, C4 1.380, H38 1.079
4 C 5.01729 0.15300 1.37291  C3 1.380, C5 1.391, H39 1.080
5 C 3.90854 -0.55679 0.92380  C4 1.391, C6 1.400, N34 1.401
6 C 2.85402 0.11543 0.29523  C5 1.400, C7 1.388, C8 1.523
7 C 2.97977 1.48303 0.09148  C2 1.389, C6 1.388, H40 1.079
8 C 1.55177 -0.61442 -0.00686  C6 1.523, C9 1.512, N16 1.462, H41 1.103
9 C 0.50604 0.33353 -0.54929  C8 1.512, C10 1.392, C15 1.389
10 C 0.55248 0.72936 -1.88270  C9 1.392, C11 1.382, H42 1.080
11 C -0.40598 1.57968 -2.39955  C10 1.382, C12 1.384, H43 1.078
12 C -1.41321 2.02932 -1.56422  C11 1.384, F13 1.347, C14 1.382
13 F -2.36193 2.84535 -2.06220  C12 1.347
14 C -1.47072 1.67127 -0.23043  C12 1.382, C15 1.382, H44 1.077
15 C -0.49859 0.82682 0.27249  C9 1.389, C14 1.382, H45 1.080
16 N 1.72606 -1.73197 -0.93298  C8 1.462, C17 1.363, C31 1.447
17 C 0.68233 -2.42124 -1.47361  N16 1.363, O18 1.213, C19 1.500
18 O 0.83841 -3.28079 -2.31553  C17 1.213
19 C -0.68733 -2.07351 -0.97018  C17 1.500, C20 1.392, C30 1.391
20 C -1.63060 -1.53192 -1.83821  C19 1.392, C21 1.382, H46 1.079
21 C -2.89885 -1.23140 -1.37785  C20 1.382, C22 1.382, H47 1.078
22 C -3.22909 -1.51946 -0.06753  C21 1.382, S23 1.789, C29 1.381
23 S -4.85581 -1.05952 0.51944  C22 1.789, O24 1.436, O25 1.431, N26 1.695
24 O -5.16024 -1.81181 1.70434  S23 1.436
25 O -5.77387 -1.09826 -0.57808  S23 1.431
26 N -4.56524 0.56515 0.90697  S23 1.695, C27 1.447, C28 1.445
27 C -5.65287 1.46957 0.60289  N26 1.447, H48 1.091, H49 1.087, H50 1.095
28 C -4.01922 0.70833 2.23698  N26 1.445, H51 1.095, H52 1.090, H53 1.088
29 C -2.33039 -2.13432 0.78171  C22 1.381, C30 1.385, H54 1.079
30 C -1.05082 -2.41041 0.32981  C19 1.391, C29 1.385, H55 1.080
31 C 3.05884 -2.25097 -1.15240  N16 1.447, C32 1.525, H56 1.095, H57 1.092
32 C 3.58598 -2.86189 0.14189  C31 1.525, O33 1.207, N34 1.363
33 O 3.72708 -4.04554 0.32954  C32 1.207
34 N 3.87568 -1.94524 1.10876  C5 1.401, C32 1.363, H58 1.013
35 H 4.75269 3.83395 -0.68436  C1 1.090
36 H 3.22062 4.11369 0.14012  C1 1.087
37 H 4.74241 4.16348 1.04485  C1 1.087
38 H 5.97786 2.05081 1.52486  C3 1.079
39 H 5.81019 -0.37821 1.87870  C4 1.080
40 H 2.17933 2.02179 -0.39103  C7 1.079
41 H 1.19890 -1.00569 0.96270  C8 1.103
42 H 1.33996 0.35893 -2.52148  C10 1.080
43 H -0.38473 1.88943 -3.43222  C11 1.078
44 H -2.27224 2.03805 0.38757  C14 1.077
45 H -0.52947 0.53902 1.31256  C15 1.080
46 H -1.35668 -1.33837 -2.86363  C20 1.079
47 H -3.64845 -0.79450 -2.01736  C21 1.078
48 H -5.25580 2.47644 0.46696  C27 1.091
49 H -6.10745 1.13042 -0.32389  C27 1.087
50 H -6.41380 1.48176 1.39075  C27 1.095
51 H -4.73010 0.38715 3.00588  C28 1.095
52 H -3.75278 1.75119 2.40799  C28 1.090
53 H -3.12669 0.08980 2.30669  C28 1.088
54 H -2.64984 -2.40223 1.77691  C29 1.079
55 H -0.34091 -2.90272 0.97859  C30 1.080
56 H 3.73057 -1.45914 -1.49987  C31 1.095
57 H 2.98074 -3.03677 -1.90724  C31 1.092
58 H 4.36388 -2.31148 1.91737  N34 1.013